# 1
ORCA calculation (the ωB97M-V functional and the def2-TZVPD basis) on C9H6BrF6N2O5S2SbSe4Sn as an isolated structure at a distorted geometry.

Lowest unoccupied orbital energy: -2.258 eV
Net charge: 0
Highest occupied orbital energy: -8.323 eV

Atoms and positions in Å:
Sn1 -1.504 -0.563 0.661
C1 4.138 -0.718 0.769
C2 2.894 -0.344 1.519
C3 2.792 0.861 2.213
C4 1.636 1.186 2.901
C5 0.606 0.270 2.830
Br1 -1.062 0.626 3.696
N1 0.647 -0.865 2.164
C6 1.785 -1.172 1.527
H1 4.994 -0.787 1.441
H2 4.369 0.033 0.013
H3 4.021 -1.678 0.269
H4 3.620 1.560 2.201
H5 1.526 2.114 3.440
H6 1.783 -2.118 0.996
F1 -2.109 2.183 -4.117
C7 -2.981 1.343 -3.572
F2 -4.082 2.000 -3.243
F3 -3.276 0.385 -4.442
S1 -2.232 0.552 -2.081
O1 -1.157 -0.286 -2.519
O2 -3.320 -0.108 -1.393
N2 -1.795 1.839 -1.258
S2 -0.391 2.071 -0.586
O3 -0.549 2.769 0.650
O4 0.435 0.876 -0.559
C8 0.418 3.247 -1.755
F4 1.534 3.718 -1.198
F5 0.723 2.616 -2.884
F6 -0.402 4.255 -2.017
Se1 0.979 -6.441 1.186
Sb1 -1.283 -5.661 0.418
Se2 -1.512 -3.188 0.557
Se3 0.473 -6.390 -1.214
Se4 -3.164 -7.013 0.813
O5 -4.455 1.930 1.162
C9 -4.099 0.896 1.413



# 2
ORCA calculation (the ωB97M-V functional and the def2-TZVPD basis) on a 6-piece molecular cluster, C24H58BBrClO12 overall.

Lowest unoccupied orbital energy: 2.122 eV
Net charge: -1
Highest occupied orbital energy: -5.586 eV

Atoms and positions in Å:
C1 -4.301 4.359 -5.845
C2 -2.820 4.034 -6.058
O1 -1.934 4.924 -5.441
B1 -1.987 5.052 -4.006
Cl1 -3.066 6.612 -3.494
C3 -0.451 5.361 -3.447
C4 0.048 4.418 -2.440
O2 0.386 4.556 -1.315
Br1 0.159 2.539 -3.155
H1 -4.703 3.868 -4.957
H2 -4.891 4.034 -6.707
H3 -4.427 5.435 -5.719
H4 -2.597 4.059 -7.130
H5 -2.620 3.007 -5.714
H6 -2.504 4.096 -3.462
H7 -0.402 6.348 -2.982
H8 0.233 5.319 -4.300
C5 0.298 -3.472 -5.765
O3 1.705 -3.298 -5.730
C6 2.139 -2.050 -6.243
C7 2.410 -1.039 -5.149
O4 1.240 -0.698 -4.440
C8 1.112 -1.328 -3.182
H9 0.073 -4.354 -5.170
H10 -0.228 -2.604 -5.363
H11 -0.043 -3.649 -6.793
H12 1.393 -1.643 -6.935
H13 3.063 -2.223 -6.803
H14 2.800 -0.124 -5.606
H15 3.176 -1.429 -4.468
H16 1.812 -0.899 -2.456
H17 1.281 -2.407 -3.251
H18 0.098 -1.140 -2.834
C9 1.454 2.931 4.141
O5 2.346 2.040 3.504
C10 1.818 0.733 3.339
C11 1.279 0.493 1.946
O6 0.153 1.295 1.669
C12 0.436 2.437 0.861
H19 1.843 3.940 4.013
H20 0.457 2.875 3.700
H21 1.380 2.712 5.213
H22 1.031 0.539 4.078
H23 2.637 0.030 3.526
H24 0.967 -0.556 1.878
H25 2.069 0.660 1.205
H26 0.641 2.148 -0.171
H27 1.286 2.999 1.256
H28 -0.449 3.069 0.869
C13 0.202 0.641 7.377
O7 0.931 -0.486 6.927
C14 2.329 -0.278 6.824
C15 3.080 -0.889 7.987
O8 2.763 -0.269 9.221
C16 1.803 -0.973 9.984
H29 -0.807 0.300 7.605
H30 0.651 1.078 8.273
H31 0.134 1.405 6.597
H32 2.558 0.790 6.746
H33 2.661 -0.760 5.900
H34 4.153 -0.763 7.820
H35 2.867 -1.963 8.036
H36 2.232 -1.888 10.409
H37 0.928 -1.237 9.385
H38 1.496 -0.318 10.798
C17 -2.565 2.221 3.883
O9 -2.409 2.472 5.275
C18 -1.841 3.732 5.577
C19 -2.884 4.755 5.977
O10 -3.765 5.074 4.919
C20 -4.998 4.386 4.966
H39 -3.197 1.340 3.791
H40 -3.046 3.062 3.378
H41 -1.607 2.014 3.399
H42 -1.264 4.108 4.726
H43 -1.153 3.591 6.418
H44 -2.375 5.678 6.271
H45 -3.444 4.385 6.845
H46 -5.633 4.769 5.774
H47 -4.856 3.312 5.106
H48 -5.497 4.560 4.014
C21 0.101 -9.476 -6.816
O11 1.475 -9.148 -6.766
C22 1.759 -7.817 -7.162
C23 1.946 -6.888 -5.983
O12 0.760 -6.746 -5.222
C24 0.731 -7.513 -4.036
H49 -0.020 -10.435 -6.315
H50 -0.512 -8.726 -6.310
H51 -0.244 -9.573 -7.852
H52 0.959 -7.434 -7.806
H53 2.684 -7.835 -7.746
H54 2.219 -5.893 -6.349
H55 2.764 -7.251 -5.350
H56 1.418 -7.104 -3.287
H57 0.993 -8.558 -4.224
H58 -0.284 -7.463 -3.645



# 3
ORCA calculation (the ωB97M-V functional and the def2-TZVPD basis) on C21H28N4OP2Ti as an isolated structure at a distorted geometry.

Spin multiplicity: 2
Lowest unoccupied orbital energy (spin up / spin down): -10.700 / -10.432 eV
Net charge: +3
Highest occupied orbital energy (spin up / spin down): -17.730 / -17.735 eV

Atoms and positions in Å:
Ti1 0.221 0.543 0.404
C1 3.147 1.571 -1.961
P1 1.513 0.833 -1.653
C2 1.706 -0.945 -2.079
C3 0.383 1.513 -2.919
C4 0.880 1.835 -4.179
C5 0.058 2.418 -5.132
C6 -1.271 2.688 -4.838
C7 -1.787 2.335 -3.601
C8 -0.975 1.750 -2.633
P2 -1.678 1.289 -1.008
C9 -3.345 0.636 -1.381
C10 -1.936 2.903 -0.162
H1 3.580 1.178 -2.886
H2 3.820 1.336 -1.132
H3 3.046 2.655 -2.046
H4 2.084 -1.080 -3.097
H5 0.729 -1.442 -1.994
H6 2.415 -1.404 -1.379
H7 1.911 1.624 -4.422
H8 0.464 2.679 -6.098
H9 -1.909 3.149 -5.577
H10 -2.830 2.521 -3.395
H11 -3.991 1.436 -1.754
H12 -3.796 0.203 -0.484
H13 -3.267 -0.137 -2.148
H14 -2.806 3.433 -0.557
H15 -1.055 3.541 -0.312
H16 -2.098 2.722 0.911
N1 0.652 5.853 3.979
C11 0.908 4.779 3.689
C12 1.217 3.426 3.365
C13 1.851 2.620 4.316
C14 2.124 1.302 3.982
C15 1.736 0.818 2.745
N2 1.100 1.585 1.827
C16 0.863 2.874 2.133
H17 2.133 3.025 5.277
H18 2.626 0.665 4.693
H19 1.970 -0.212 2.452
H20 0.415 3.496 1.355
N3 -0.100 -1.329 0.828
C17 -0.126 -2.489 1.044
N4 -0.118 -3.734 1.252
C18 -0.840 -4.698 0.408
C19 -1.910 -5.393 1.274
O1 -1.330 -5.973 2.403
C20 -0.713 -5.031 3.227
C21 0.437 -4.336 2.473
H21 -0.112 -5.442 0.071
H22 -1.290 -4.192 -0.449
H23 -2.360 -6.207 0.702
H24 -2.690 -4.667 1.553
H25 -0.309 -5.576 4.081
H26 -1.432 -4.275 3.582
H27 1.166 -5.091 2.160
H28 0.921 -3.577 3.090



Q: Which of these has the highest net charge?
A: C21H28N4OP2Ti